Entry 1:
ORCA calculation (ωB97M-V/def2-TZVPD) on C6H20AgO6 as an isolated structure.

Element x y z (Å)
Ag (-0.969, 0.844, 0.834)
C (-3.540, 2.654, -4.210)
O (-3.306, 1.494, -3.463)
H (-3.422, 2.425, -5.269)
H (-4.566, 2.969, -4.017)
H (-2.810, 3.403, -3.904)
H (-2.913, 0.807, -4.006)
C (2.409, 4.790, -0.978)
O (1.285, 4.756, -0.071)
H (2.077, 4.253, -1.866)
H (2.576, 5.788, -1.384)
H (3.344, 4.264, -0.786)
H (1.501, 5.323, 0.674)
C (4.764, -0.803, 2.005)
C (4.692, -1.522, 0.632)
O (3.739, -0.933, -0.234)
O (3.477, -0.903, 2.689)
H (5.095, 0.227, 1.875)
H (5.625, -0.984, 2.648)
H (4.365, -2.557, 0.733)
H (5.651, -1.482, 0.115)
H (3.611, -1.498, -0.999)
H (3.673, -0.834, 3.627)
C (-3.760, -3.507, 0.748)
C (-3.838, -3.254, 2.309)
O (-3.774, -1.889, 2.731)
O (-2.390, -3.542, 0.335)
H (-4.332, -2.746, 0.215)
H (-4.122, -4.470, 0.388)
H (-3.212, -3.900, 2.924)
H (-4.786, -3.679, 2.638)
H (-3.938, -1.920, 3.676)
H (-2.207, -3.575, -0.606)

The HOMO energy is -12.6 eV. Its net charge is +1. As for the lowest unoccupied orbital energy: -6.525 eV. The orbital gap comes out at 6.04 eV.

***

Entry 2:
ORCA calculation (ωB97M-V/def2-TZVPD) on one molecule with the formula C4H8N2O.

Element x y z (Å)
N (-2.193, -0.851, -0.057)
C (-0.966, -0.182, 0.353)
C (0.260, -0.630, -0.493)
C (1.422, 0.336, -0.362)
O (2.010, 0.146, 0.895)
C (-1.008, 1.293, 0.172)
N (-0.162, 2.070, -0.123)
H (-2.251, -1.768, 0.377)
H (-2.984, -0.316, 0.283)
H (-0.724, -0.321, 1.420)
H (-0.067, -0.712, -1.534)
H (0.545, -1.643, -0.153)
H (0.997, 1.758, -0.538)
H (2.122, 0.295, -1.191)
H (2.868, 0.581, 0.893)

The HOMO energy (spin up / spin down) is -8.1 / -8.1 eV. Its net charge is 0. As for the lowest unoccupied orbital energy (spin up / spin down): 0.729 / 0.729 eV. The orbital gap (spin up / spin down) comes out at 8.82 / 8.82 eV.

***

Entry 3:
ORCA calculation (ωB97M-V/def2-TZVPD) on a 4-piece molecular cluster, C9H20N6O9 overall.

Element x y z (Å)
O (3.348, 1.060, 2.176)
C (3.405, 0.994, 0.983)
O (4.256, 1.774, 0.241)
C (2.517, 0.049, 0.190)
O (1.384, -0.259, 0.992)
C (0.437, -0.877, 0.270)
O (0.678, -1.579, -0.680)
O (-0.827, -0.666, 0.694)
C (-1.456, 0.310, -0.192)
C (-1.861, 1.434, 0.750)
C (-0.732, 2.359, 1.184)
O (-1.761, 2.719, 0.253)
H (3.729, 2.356, -0.316)
H (2.178, 0.578, -0.703)
H (3.049, -0.836, -0.146)
H (-2.370, -0.052, -0.641)
H (-0.767, 0.775, -0.888)
H (-2.623, 1.211, 1.475)
H (-0.993, 2.393, 2.230)
H (0.214, 2.102, 0.746)
C (8.239, 0.567, -0.196)
O (9.281, 0.634, -0.822)
N (8.049, -0.332, 0.821)
N (7.169, 1.380, -0.452)
H (7.202, -0.403, 1.350)
H (8.812, -0.944, 1.037)
H (7.274, 2.050, -1.189)
H (6.302, 1.340, 0.051)
C (-4.616, 0.367, -2.773)
O (-3.612, 0.776, -2.212)
N (-5.553, 1.213, -3.297)
N (-4.884, -0.963, -2.922)
H (-6.385, 0.903, -3.760)
H (-5.385, 2.196, -3.202)
H (-4.218, -1.609, -2.543)
H (-5.702, -1.317, -3.376)
C (-4.424, -2.334, 1.567)
O (-4.901, -1.445, 0.881)
N (-5.198, -3.294, 2.164)
N (-3.082, -2.442, 1.793)
H (-4.829, -4.032, 2.730)
H (-6.187, -3.241, 2.016)
H (-2.490, -1.750, 1.367)
H (-2.667, -3.163, 2.350)

The HOMO energy is -9.8 eV. As for the structure (SMILES): O=C(O)COC(=O)OC[C@H]1CO1.NC(N)=O.NC(N)=O.NC(N)=O. Its net charge is 0. As for the lowest unoccupied orbital energy: 0.019 eV. The orbital gap comes out at 9.85 eV.

***

Entry 4:
ORCA calculation (ωB97M-V/def2-TZVPD) on one molecule with the formula CH4N2OS.

Element x y z (Å)
C (0.071, 0.708, -0.080)
H (2.653, -0.485, 0.469)
H (0.282, -1.219, -0.314)
H (0.779, 1.591, -0.007)
H (-3.255, 0.054, 0.173)
N (0.735, -0.544, 0.281)
N (-1.206, 0.919, -0.082)
O (1.989, -0.416, -0.325)
S (-2.048, -0.609, -0.115)

The HOMO energy is -8.9 eV. As for the structure (SMILES): ON/C=N\S. Its net charge is 0. As for the lowest unoccupied orbital energy: 0.735 eV. The orbital gap comes out at 9.67 eV.

***

Entry 5:
ORCA calculation (ωB97M-V/def2-TZVPD) on C36H50N6O2P2RuSSi2 as an isolated structure.

Element x y z (Å)
Ru (-0.087, -0.821, -0.423)
C (-0.921, -2.770, 4.061)
Si (-0.860, -2.539, 2.204)
C (-2.615, -2.304, 1.546)
C (-0.156, -4.084, 1.402)
N (0.216, -1.252, 1.733)
P (0.359, 0.332, 2.078)
C (0.222, 1.072, 0.540)
P (-1.117, 1.731, -0.266)
N (-1.512, 0.400, -1.241)
Si (-1.657, -1.077, -3.735)
C (-2.248, -2.489, -2.658)
C (-0.794, -1.685, -5.264)
C (-3.022, 0.120, -4.158)
C (-2.641, 2.199, 0.567)
C (-2.643, 3.333, 1.377)
C (-3.797, 3.695, 2.050)
C (-4.949, 2.930, 1.912)
C (-4.951, 1.807, 1.097)
C (-3.796, 1.437, 0.420)
C (-0.724, 3.153, -1.294)
C (-1.722, 3.741, -2.069)
C (-1.405, 4.789, -2.918)
C (-0.098, 5.259, -2.981)
C (0.894, 4.680, -2.202)
C (0.584, 3.619, -1.363)
C (2.040, 0.596, 2.699)
C (2.707, -0.429, 3.365)
C (3.989, -0.224, 3.855)
C (4.604, 1.010, 3.688)
C (3.941, 2.037, 3.028)
C (2.663, 1.829, 2.530)
C (-0.689, 0.828, 3.469)
C (-0.167, 1.353, 4.649)
C (-1.005, 1.615, 5.724)
C (-2.361, 1.342, 5.634)
C (-2.885, 0.803, 4.466)
C (-2.053, 0.550, 3.389)
H (-1.362, -3.739, 4.306)
H (-1.516, -1.995, 4.549)
H (0.081, -2.742, 4.496)
H (-3.022, -3.267, 1.226)
H (-2.652, -1.631, 0.684)
H (-3.287, -1.909, 2.311)
H (-0.724, -4.971, 1.694)
H (0.882, -4.239, 1.713)
H (-0.182, -4.019, 0.312)
H (-1.728, -3.413, -2.915)
H (-3.322, -2.641, -2.798)
H (-2.101, -2.312, -1.590)
H (-0.052, -2.447, -5.028)
H (-0.295, -0.873, -5.793)
H (-1.540, -2.127, -5.930)
H (-3.454, 0.557, -3.257)
H (-3.816, -0.404, -4.697)
H (-2.658, 0.927, -4.797)
H (-1.745, 3.932, 1.477)
H (-3.801, 4.574, 2.682)
H (-5.851, 3.217, 2.436)
H (-5.853, 1.220, 0.982)
H (-3.784, 0.564, -0.221)
H (-2.742, 3.382, -2.006)
H (-2.176, 5.246, -3.523)
H (0.143, 6.085, -3.637)
H (1.907, 5.058, -2.247)
H (1.342, 3.137, -0.758)
H (2.214, -1.386, 3.497)
H (4.505, -1.021, 4.375)
H (5.602, 1.172, 4.074)
H (4.423, 2.997, 2.899)
H (2.146, 2.617, 1.994)
H (0.892, 1.557, 4.738)
H (-0.593, 2.025, 6.637)
H (-3.010, 1.539, 6.478)
H (-3.941, 0.577, 4.392)
H (-2.462, 0.112, 2.490)
C (3.686, -4.807, -1.070)
O (2.426, -4.367, -1.585)
C (1.956, -3.153, -1.301)
O (0.871, -2.810, -1.726)
N (2.774, -2.314, -0.604)
N (2.209, -1.104, -0.180)
H (3.818, -5.816, -1.445)
H (3.674, -4.833, 0.021)
H (4.502, -4.181, -1.435)
H (3.573, -2.660, -0.099)
H (2.745, -0.307, -0.504)
H (2.139, -1.108, 0.836)
S (-0.289, 0.184, -2.506)
C (1.862, -0.421, -3.957)
N (2.637, 0.635, -4.216)
C (4.072, 0.342, -4.340)
C (4.068, -1.195, -4.344)
N (2.671, -1.484, -3.991)
H (2.283, 1.573, -4.149)
H (4.630, 0.754, -3.497)
H (4.484, 0.755, -5.259)
H (4.759, -1.618, -3.615)
H (4.315, -1.598, -5.327)
H (2.318, -2.415, -3.864)

The HOMO energy (spin up / spin down) is -9.7 / -9.6 eV. Its net charge is +1. Its multiplicity is 2. As for the lowest unoccupied orbital energy (spin up / spin down): -1.938 / -2.179 eV. The orbital gap (spin up / spin down) comes out at 7.79 / 7.39 eV.

***

Entry 6:
ORCA calculation (ωB97M-V/def2-TZVPD) on a 2-piece molecular cluster, C4H10S2 overall.

Element x y z (Å)
C (-2.040, 0.504, -1.112)
S (-0.448, 1.089, -1.796)
S (0.364, -0.530, -2.827)
H (-2.163, 0.906, -0.109)
H (-2.818, 0.825, -1.803)
H (-2.076, -0.585, -1.092)
H (0.612, -1.272, -1.734)
C (0.476, -1.113, 1.099)
C (1.146, 0.141, 0.685)
C (1.328, 1.178, 1.512)
H (-0.559, -1.046, 1.447)
H (1.020, -1.641, 1.903)
H (0.571, -1.894, 0.329)
H (1.822, 0.157, -0.160)
H (2.106, 1.903, 1.311)
H (0.659, 1.377, 2.347)

The HOMO energy is -8.4 eV. As for the structure (SMILES): C=CC.CSS. Its net charge is 0. As for the lowest unoccupied orbital energy: 0.546 eV. The orbital gap comes out at 8.98 eV.

***

Record order is preserved below.
Energy above the lowest of the compared OMol25 structures with the same formula, charge and spin: 427.5, 434.0, 0.0, 333.4, 0.0, 161.4 kJ/mol
Record order is preserved below.
Largest force on an atom: 2.0, 3.4, 3.3, 4.1, 2.1, 2.5 eV Å⁻¹